Below is a molecular structure, C17H37AlBBrClF6N5OP2 at a distorted geometry, with properties calculated with the ωB97M-V functional and the def2-TZVPD basis.

The value obtained for the calculated total energy is -152453.5021 eV. The HOMO energy is -8.67 eV. The largest force on an atom is 3.96 eV Å⁻¹. As for the frontier orbital gap: 7.39 eV.

The geometry in ORCA input format:
```
! wB97M-V def2-TZVPD RIJCOSX def2/J DEFGRID3
* xyz 0 1
C 3.924 3.151 1.556
C 3.426 1.673 1.389
C 1.865 1.499 1.545
C 1.406 0.227 2.360
N 0.526 -0.726 1.650
C -0.530 -0.308 0.845
N -1.371 0.690 0.844
C -1.318 1.667 1.955
C -2.659 2.411 2.243
C -3.796 1.464 2.801
F -3.315 0.584 3.751
B -2.397 0.886 -0.263
O -3.439 -0.026 -0.534
N -2.310 2.138 -1.026
C -1.480 2.026 -2.255
C -3.644 2.678 -1.389
N -0.775 -1.232 -0.265
C -1.562 -2.461 0.059
C -2.520 -2.354 1.294
C -3.782 -3.258 0.961
Br -1.781 -3.049 2.986
C 0.620 -1.586 -0.651
Cl 1.071 -0.055 -1.591
P 0.887 -2.957 -1.940
C 2.466 -2.657 -2.925
C -0.561 -2.787 -3.137
C 1.234 -1.724 0.786
F 1.104 -2.910 1.482
P 3.106 -1.636 0.511
N 3.650 -3.074 0.024
H 5.031 3.125 1.695
H 3.403 3.596 2.436
H 3.717 3.735 0.627
H 3.671 1.384 0.333
H 3.983 0.941 2.024
H 1.510 2.409 2.101
H 1.381 1.583 0.537
H 0.821 0.609 3.234
H 2.293 -0.251 2.838
H -1.097 1.083 2.882
H -0.546 2.454 1.775
H -2.434 3.097 3.102
H -3.020 3.078 1.431
H -4.284 0.963 1.934
H -4.555 2.128 3.266
H -3.225 -0.610 -1.270
H -1.791 2.844 -2.948
H -0.426 2.267 -1.975
H -1.570 1.057 -2.798
H -4.351 2.737 -0.534
H -4.046 2.095 -2.250
H -3.474 3.731 -1.733
H -2.223 -2.647 -0.828
H -0.956 -3.386 0.180
H -2.924 -1.344 1.499
H -3.410 -4.304 0.827
H -4.553 -3.217 1.755
H -4.188 -2.937 -0.025
H 3.067 -1.797 -2.548
H 2.254 -2.582 -4.015
H 3.121 -3.550 -2.782
H -0.215 -2.584 -4.170
H -1.151 -3.730 -3.052
H -1.205 -1.950 -2.775
H 3.809 -1.362 1.736
H 3.508 -0.695 -0.480
H 2.882 -3.741 -0.070
F 2.918 1.866 -3.095
Al 4.637 1.499 -3.011
F 5.065 1.197 -1.331
F 5.560 2.849 -3.627
F 4.966 0.064 -3.957
*
```

Atom charges from the Mulliken analysis, given in e for atoms 1 to 8: number 1, C, carries -1.36; number 2, C, carries -0.04; number 3, C, carries 0.62; number 4, C, carries -1.74; number 5, N, carries 0.72; number 6, C, carries -1.99; number 7, N, carries 0.70; number 8, C, carries -0.48